No. 1
C5H17N3O3Rb as an isolated structure in a non-equilibrium geometry. Source: OMol25; level of theory: ωB97M-V/def2-TZVPD.

```
29
Properties=species:S:1:pos:R:3
Rb -3.48 -0.38 0.82
O -1.63 -1.13 -1.08
O 2.04 1.50 -0.61
O -3.15 -3.28 0.40
N 0.50 -1.62 -1.44
N -0.48 -2.76 -0.04
N -1.11 1.40 1.39
C -0.31 1.78 0.24
C -0.45 3.18 0.00
C 1.13 1.29 0.48
C -0.66 -1.83 -0.92
C 3.27 0.71 -0.59
H 3.61 0.35 0.39
H -0.83 1.30 -0.59
H -0.07 3.77 0.84
H 1.19 0.22 0.72
H 0.37 -3.25 0.18
H 1.53 1.87 1.32
H -1.33 -2.94 0.49
H -1.50 3.40 -0.18
H 0.67 -1.06 -2.27
H 3.24 -0.23 -1.13
H 1.31 -1.85 -0.89
H 0.28 3.40 -0.78
H -0.76 0.50 1.66
H -2.89 -3.86 -0.32
H -3.87 -3.75 0.83
H 4.08 1.30 -1.03
H -0.71 2.00 2.10
```

Computed properties:
lowest unoccupied orbital energy: -3.17 eV
relative energy (zero: lowest compared OMol25 entry of this formula, charge and spin): 35.89 kcal/mol
multiplicity: 1
Kohn-Sham gap: 9.3 eV
energy: -16723.803 eV
total charge: +1

No. 2
A 4-piece molecular cluster, C5H17NO2 overall in a non-equilibrium geometry. Source: OMol25; level of theory: ωB97M-V/def2-TZVPD.

```
25
Properties=species:S:1:pos:R:3
O -0.12 -2.10 -1.71
O 1.93 -1.76 -0.25
N -0.77 -1.68 1.53
C -1.11 -0.22 1.63
C 0.76 1.95 0.33
C -0.27 1.22 -1.89
C 0.04 0.80 -0.46
C -1.25 0.32 0.23
H 0.24 -1.68 1.37
H 0.73 -0.06 -0.40
H 1.89 1.86 0.13
H 0.53 1.94 1.37
H 0.66 2.91 -0.23
H -0.94 -2.05 2.48
H 0.69 -2.09 -1.12
H -1.79 -0.40 -0.44
H 2.41 -1.11 0.32
H -2.06 -0.16 2.20
H 0.02 -2.86 -2.29
H -1.89 1.24 0.33
H 1.76 -0.39 1.51
H 0.52 0.92 -2.57
H -0.40 2.31 -2.10
H -1.20 0.72 -2.19
H -0.39 0.37 2.23
```

Computed properties:
lowest unoccupied orbital energy: -4.68 eV
relative energy (zero: lowest compared OMol25 entry of this formula, charge and spin): 186.65 kcal/mol
multiplicity: 1
Kohn-Sham gap: 4.9 eV
energy: -11038.163 eV

No. 3
A 3-piece molecular cluster, C5H17NO2 overall in a non-equilibrium geometry. Source: OMol25; level of theory: ωB97M-V/def2-TZVPD.

```
25
Properties=species:S:1:pos:R:3
O -1.00 -2.06 -3.38
O 1.26 -1.56 3.10
N -0.06 0.09 0.23
C -0.63 1.39 0.64
C 1.84 -0.88 -0.95
C -1.98 1.26 1.31
C -0.71 2.33 -0.61
C 1.40 0.09 0.14
H -1.46 3.13 -0.51
H -1.02 1.70 -1.44
H 1.51 -1.90 -0.72
H 0.35 -1.19 3.09
H 1.80 1.09 -0.06
H 0.23 2.82 -0.81
H -0.46 -0.10 -0.67
H 0.04 1.83 1.38
H 1.36 -1.80 2.17
H 2.89 -0.81 -1.19
H -1.42 -1.38 -3.95
H -1.32 -2.90 -3.69
H 1.24 -0.75 -1.86
H -2.73 0.85 0.63
H -2.37 2.19 1.71
H 1.79 -0.27 1.09
H -1.88 0.55 2.13
```

Computed properties:
lowest unoccupied orbital energy: 0.60 eV
relative energy (zero: lowest compared OMol25 entry of this formula, charge and spin): 18.42 kcal/mol
multiplicity: 1
Kohn-Sham gap: 9.4 eV
energy: -11045.458 eV
SMILES string: CCNC(C)C.O.O

No. 4
A 5-piece molecular cluster, C5H17NO4 overall in a non-equilibrium geometry. Source: OMol25; level of theory: ωB97M-V/def2-TZVPD.

```
27
Properties=species:S:1:pos:R:3
O -3.34 2.79 -1.20
O 1.22 3.88 -1.15
O -1.90 0.00 1.99
O 2.38 3.11 1.12
N 0.71 -0.93 -1.51
C 2.41 -1.77 1.33
C -0.58 -2.22 0.00
C 0.62 -1.80 -0.38
C -1.87 -2.32 -0.69
C 1.92 -2.25 0.19
H -3.68 2.93 -0.31
H -2.82 -2.23 -0.09
H -2.15 -3.33 -1.04
H 1.99 -1.08 2.06
H 2.53 -3.00 -0.41
H -0.74 -2.53 1.03
H 0.28 4.06 -1.15
H 1.73 2.83 1.78
H 1.81 3.72 0.61
H -2.61 2.18 -1.13
H 3.45 -2.10 1.46
H 1.55 3.11 -1.60
H -2.23 -1.69 -1.49
H 0.56 0.04 -1.28
H 1.54 -1.16 -2.04
H -1.27 0.19 2.68
H -1.51 -0.44 1.22
```

Computed properties:
lowest unoccupied orbital energy: 0.05 eV
relative energy (zero: lowest compared OMol25 entry of this formula, charge and spin): 73.00 kcal/mol
multiplicity: 1
Kohn-Sham gap: 8.9 eV
energy: -15138.180 eV
SMILES string: C=C/C(N)=C/C.O.O.O.O

No. 5
A 4-piece molecular cluster, C5H17NO5 overall in a non-equilibrium geometry. Source: OMol25; level of theory: ωB97M-V/def2-TZVPD.

```
28
Properties=species:S:1:pos:R:3
O 0.75 2.13 -2.14
O 2.16 2.43 1.73
O 0.29 -2.26 -0.63
O 1.68 -1.25 1.96
O 2.65 -0.73 -0.62
N -2.30 -1.90 0.73
C 0.26 2.04 -0.81
C -1.77 -1.05 -0.35
C -1.27 0.20 0.33
C -1.14 1.42 -0.63
C -0.71 -1.83 -1.17
H 1.69 -2.03 2.52
H -0.24 0.12 0.70
H 2.63 -0.83 0.35
H 0.97 1.59 -0.14
H -2.52 -0.74 -1.10
H 1.22 1.36 -2.47
H 0.09 3.09 -0.63
H -1.89 0.47 1.21
H 2.11 2.17 0.81
H 1.68 1.72 2.19
H 2.01 -1.33 -1.01
H -1.30 1.17 -1.70
H -1.84 2.14 -0.21
H -0.92 -2.03 -2.22
H -1.76 -2.75 0.88
H -3.28 -2.13 0.69
H 0.74 -1.20 1.73
```

Computed properties:
lowest unoccupied orbital energy: 0.02 eV
relative energy (zero: lowest compared OMol25 entry of this formula, charge and spin): 60.31 kcal/mol
multiplicity: 1
Kohn-Sham gap: 9.9 eV
energy: -17186.751 eV
SMILES string: N[C@H](C=O)CCCO.O.O.O

Among the records above, which one has the lowest energy?
C5H17NO5

Which of these has the highest relative energy (zero: lowest compared OMol25 entry of this formula, charge and spin)?
number 2

lowest unoccupied orbital energy of number 4 (C5H17NO4)?
0.05 eV

Which of these has the lowest energy?
C5H17NO5